1.
16
Properties=species:S:1:pos:R:3:nbo_charge:R:1 method="wB97M-V/def2-TZVPD" fmax_ev_per_a=0.299 relative_energy_kj_mol=43.5 gap_ev=10.9 smiles=C[C@H]1CCOC1 homo_energy_ev=-9.8 lumo_energy_ev=1.13 total_energy_ha=-271.73604
C -0.960 -0.953 1.261 -0.60
C 0.146 -0.055 0.710 -0.25
C 0.835 -0.662 -0.539 -0.43
C 0.717 0.458 -1.576 -0.07
O -0.483 1.128 -1.244 -0.52
C -0.428 1.274 0.162 -0.07
H -0.590 -1.957 1.498 0.21
H -1.400 -0.528 2.172 0.21
H -1.758 -1.051 0.514 0.21
H 0.884 0.142 1.497 0.20
H 1.872 -0.960 -0.356 0.21
H 0.286 -1.548 -0.877 0.20
H 0.643 0.115 -2.610 0.19
H 1.570 1.153 -1.492 0.16
H 0.217 2.129 0.422 0.16
H -1.439 1.482 0.521 0.19



2.
48
Properties=species:S:1:pos:R:3:nbo_charge:R:1 method="wB97M-V/def2-TZVPD" fmax_ev_per_a=5.492 relative_energy_kj_mol=148.4 gap_ev=6.2 homo_energy_ev=-11.1 charge=+1 lumo_energy_ev=-4.94 total_energy_ha=-1238.84520
F -2.200 5.075 -0.756 -0.32
C -2.414 3.721 -0.750 0.42
C -3.690 3.227 -0.872 -0.28
C -3.847 1.859 -0.947 -0.16
C -2.733 1.025 -0.854 -0.28
C -1.466 1.509 -0.585 0.01
C -0.290 0.472 -0.173 -0.25
C 1.045 1.091 -0.778 -0.21
C 2.312 0.727 -0.492 -0.11
C 3.425 1.608 -0.632 -0.11
C 3.350 3.031 -0.755 -0.26
C 4.540 3.789 -0.879 0.41
F 4.501 5.180 -0.938 -0.33
C 5.819 3.223 -0.905 -0.26
C 5.878 1.815 -0.826 -0.19
C 4.709 1.054 -0.668 -0.19
C -1.260 2.911 -0.601 -0.28
H -4.534 3.910 -0.983 0.25
H -4.811 1.401 -1.037 0.22
H -2.894 -0.033 -0.913 0.23
H -0.174 0.540 0.946 0.23
H 0.868 1.962 -1.471 0.23
H 2.477 -0.189 0.035 0.19
H 2.422 3.588 -0.756 0.23
H 6.752 3.832 -0.991 0.25
H 6.863 1.311 -0.868 0.23
H 4.784 -0.024 -0.612 0.21
H -0.291 3.378 -0.416 0.24
C -4.169 -2.169 0.679 -0.26
O -2.993 -1.581 0.043 -0.49
C -1.732 -1.790 0.426 0.66
C -0.591 -0.967 -0.300 -0.41
C 0.543 -1.909 -0.299 -0.01
C 0.728 -3.069 0.425 -0.32
C -0.328 -3.586 1.278 0.53
O -0.078 -4.723 1.981 -0.44
C -1.142 -5.367 2.798 -0.27
C -1.577 -2.919 1.249 -0.51
H -5.017 -1.619 0.270 0.23
H -4.198 -3.227 0.427 0.20
H -4.059 -2.024 1.752 0.20
H -0.949 -0.731 -1.318 0.33
H 1.358 -1.553 -0.932 0.25
H 1.654 -3.653 0.351 0.26
H -0.645 -6.218 3.278 0.24
H -1.536 -4.681 3.566 0.21
H -1.939 -5.746 2.137 0.20
H -2.469 -3.460 1.669 0.26



3.
23
Properties=species:S:1:pos:R:3:nbo_charge:R:1 method="wB97M-V/def2-TZVPD" fmax_ev_per_a=3.138 relative_energy_kj_mol=485.1 gap_ev=8.7 smiles=CC[C@@H]1C[C@@]1(O)N(C)N homo_energy_ev=-7.8 lumo_energy_ev=0.86 total_energy_ha=-421.61552
C -0.095 -0.605 -1.294 -0.47
C -0.739 0.301 -0.281 -0.27
C 0.740 -0.690 -0.097 0.42
C -3.217 0.132 0.040 -0.61
C 2.837 0.377 -0.790 -0.40
C -1.856 0.002 0.704 -0.43
N 1.762 0.873 1.295 -0.63
N 1.943 -0.024 0.239 -0.33
O 0.509 -1.737 0.808 -0.72
H -0.689 -1.485 -1.557 0.23
H 0.225 -0.210 -2.326 0.23
H -0.386 1.285 -0.360 0.18
H -3.436 1.232 -0.230 0.20
H -4.125 -0.099 0.735 0.21
H -3.097 -0.483 -0.926 0.21
H 3.835 -0.202 -0.743 0.19
H 2.486 0.212 -1.738 0.20
H 3.000 1.456 -0.786 0.20
H -1.637 -1.073 0.927 0.23
H -1.766 0.692 1.671 0.20
H 0.878 1.410 1.119 0.33
H 1.555 0.365 2.105 0.34
H 1.273 -1.730 1.484 0.49